--- 1 ---
The following is a DFT calculation (ωB97M-V with the def2-TZVPD basis set) of C2H5N2O2P in the gas phase.

Summary:
Total charge: 0
E_HOMO in eV: -9.38
HOMO-LUMO gap in eV: 10.0
SMILES: C=C=NP(=N)(O)O

Geometry (Å):
C (2.443, 0.311, 0.034)
C (1.251, 0.786, 0.215)
N (0.064, 1.157, 0.268)
P (-1.049, -0.132, -0.132)
N (-0.456, -1.480, -0.555)
O (-2.093, 0.714, -1.065)
O (-1.888, -0.284, 1.139)
H (3.290, 0.668, -0.592)
H (2.736, -0.425, 0.745)
H (0.307, -1.446, -1.123)
H (-2.517, 1.322, -0.404)
H (-2.088, -1.190, 1.469)



--- 2 ---
The following is a DFT calculation (ωB97M-V with the def2-TZVPD basis set) of C2H5N2O2P in the gas phase.

Summary:
Total charge: 0
E_HOMO in eV: -9.11
HOMO-LUMO gap in eV: 9.3
SMILES: [H]/N=C(\PO)C(N)=O

Geometry (Å):
H (0.890, 1.962, -0.487)
N (0.140, 1.383, -0.411)
C (0.202, 0.122, -0.212)
P (1.687, -1.015, -0.148)
O (2.717, 0.037, 0.448)
C (-1.169, -0.661, 0.040)
N (-2.310, 0.126, 0.097)
O (-1.098, -1.895, 0.108)
H (1.212, -1.390, 1.178)
H (2.972, 0.590, -0.351)
H (-2.106, 1.033, -0.233)
H (-3.138, -0.292, -0.030)



Short version: 1 is the most stable of them.



--- 1 ---
The following is a DFT calculation (ωB97M-V with the def2-TZVPD basis set) of a molecular structure, C33H35LaO2P.

Summary:
Total charge: -1
E_HOMO in eV: -2.41
HOMO-LUMO gap in eV: 4.9

Geometry (Å):
La (-0.448, -0.047, -1.686)
C (-2.734, -1.619, 1.786)
C (-1.890, -1.450, 3.005)
C (-2.188, -2.160, 4.165)
C (-1.426, -2.026, 5.314)
C (-0.339, -1.167, 5.324)
C (-0.029, -0.450, 4.179)
C (-0.790, -0.581, 3.017)
P (-0.366, 0.370, 1.518)
C (1.337, 0.954, 1.851)
C (2.330, 0.156, 1.284)
C (3.671, 0.493, 1.371)
C (4.033, 1.660, 2.022)
C (3.056, 2.456, 2.595)
C (1.705, 2.121, 2.540)
C (0.729, 3.029, 3.231)
C (-1.502, 1.776, 1.475)
C (-2.503, 1.944, 2.427)
C (-3.498, 2.891, 2.260)
C (-3.488, 3.671, 1.105)
C (-2.493, 3.523, 0.162)
C (-1.449, 2.586, 0.309)
C (-0.425, 2.417, -0.711)
H (-3.588, -2.266, 1.984)
H (-2.153, -2.070, 0.982)
H (-3.119, -0.672, 1.406)
H (-3.038, -2.831, 4.157)
H (-1.682, -2.595, 6.199)
H (0.265, -1.051, 6.215)
H (0.825, 0.214, 4.180)
H (2.053, -0.727, 0.717)
H (4.412, -0.139, 0.901)
H (5.073, 1.956, 2.081)
H (3.344, 3.363, 3.115)
H (1.228, 3.533, 4.059)
H (-0.132, 2.497, 3.627)
H (0.343, 3.789, 2.549)
H (-2.511, 1.313, 3.310)
H (-4.274, 3.004, 3.005)
H (-4.267, 4.405, 0.940)
H (-2.499, 4.147, -0.724)
H (0.593, 2.387, -0.308)
H (-0.474, 3.182, -1.490)
C (1.246, -3.241, -3.140)
C (2.156, -2.028, -3.069)
C (3.607, -2.432, -3.211)
C (1.807, -0.899, -2.132)
C (1.661, -0.756, -3.719)
C (2.602, 0.163, -4.410)
C (2.155, 1.225, -5.110)
C (0.764, 1.475, -5.349)
C (-0.111, 0.465, -5.005)
C (0.273, -0.660, -4.275)
H (1.658, -4.065, -2.550)
H (1.124, -3.592, -4.169)
H (0.246, -3.044, -2.748)
H (3.865, -3.166, -2.442)
H (4.283, -1.587, -3.094)
H (3.812, -2.890, -4.183)
H (2.694, -0.389, -1.736)
H (3.666, 0.020, -4.271)
H (2.887, 1.905, -5.536)
H (0.447, 2.327, -5.934)
H (-1.145, 0.512, -5.341)
H (-0.401, -1.512, -4.230)
C (-2.756, -3.442, -1.364)
C (-3.355, -2.037, -1.401)
O (-4.536, -1.850, -1.164)
O (-2.515, -1.104, -1.719)
H (-3.370, -4.108, -0.760)
H (-1.729, -3.444, -0.998)
H (-2.727, -3.831, -2.384)



--- 2 ---
The following is a DFT calculation (ωB97M-V with the def2-TZVPD basis set) of a molecular structure, C33H35LaO2P.

Summary:
Total charge: -1
E_HOMO in eV: -2.13
HOMO-LUMO gap in eV: 4.6

Geometry (Å):
La (-1.513, 0.728, -0.126)
C (2.326, 2.772, 1.051)
C (3.393, 1.703, 1.026)
C (4.624, 1.949, 1.630)
C (5.643, 1.006, 1.616)
C (5.445, -0.214, 0.987)
C (4.223, -0.477, 0.380)
C (3.200, 0.465, 0.394)
P (1.604, 0.127, -0.413)
C (1.541, -1.695, -0.568)
C (0.866, -2.313, 0.488)
C (0.667, -3.685, 0.525)
C (1.140, -4.458, -0.522)
C (1.817, -3.856, -1.574)
C (2.045, -2.482, -1.618)
C (2.816, -1.932, -2.796)
C (1.721, 0.904, -2.053)
C (2.817, 1.693, -2.403)
C (2.796, 2.494, -3.533)
C (1.640, 2.512, -4.309)
C (0.556, 1.723, -3.978)
C (0.556, 0.875, -2.854)
C (-0.613, 0.063, -2.503)
H (2.710, 3.690, 1.495)
H (1.460, 2.457, 1.637)
H (1.962, 3.023, 0.052)
H (4.782, 2.904, 2.118)
H (6.589, 1.226, 2.095)
H (6.231, -0.959, 0.967)
H (4.061, -1.437, -0.098)
H (0.443, -1.711, 1.285)
H (0.116, -4.128, 1.344)
H (0.978, -5.529, -0.525)
H (2.195, -4.467, -2.387)
H (3.526, -2.682, -3.148)
H (3.369, -1.026, -2.564)
H (2.144, -1.686, -3.623)
H (3.703, 1.691, -1.777)
H (3.651, 3.107, -3.787)
H (1.588, 3.149, -5.185)
H (-0.332, 1.740, -4.602)
H (-0.370, -0.972, -2.245)
H (-1.383, 0.067, -3.274)
C (-3.222, -0.077, 3.348)
C (-3.288, -1.231, 2.363)
C (-3.516, -2.548, 3.068)
C (-2.381, -1.205, 1.145)
C (-3.972, -0.979, 1.057)
C (-4.808, -2.034, 0.400)
C (-5.567, -1.743, -0.678)
C (-5.737, -0.413, -1.213)
C (-5.211, 0.620, -0.459)
C (-4.410, 0.414, 0.671)
H (-2.643, -0.361, 4.235)
H (-4.222, 0.228, 3.679)
H (-2.742, 0.812, 2.934)
H (-2.731, -2.708, 3.819)
H (-3.488, -3.392, 2.380)
H (-4.481, -2.577, 3.591)
H (-2.100, -2.215, 0.818)
H (-4.741, -3.055, 0.752)
H (-6.103, -2.565, -1.150)
H (-6.374, -0.224, -2.065)
H (-5.457, 1.647, -0.723)
H (-4.186, 1.254, 1.324)
C (-0.743, 3.594, 2.651)
C (-0.741, 3.908, 1.176)
O (-0.338, 4.974, 0.763)
O (-1.231, 2.948, 0.412)
H (-0.019, 4.220, 3.170)
H (-0.540, 2.541, 2.855)
H (-1.738, 3.806, 3.050)



Short version: 1 is the most stable of them.



--- 1 ---
The following is a DFT calculation (ωB97M-V with the def2-TZVPD basis set) of 2 unconnected molecules or ions with the total composition C6H9Br.

Summary:
Total charge: 0
E_HOMO in eV: -8.42
HOMO-LUMO gap in eV: 8.2

Geometry (Å):
C (0.164, 0.196, -2.217)
C (-0.157, 0.740, -1.038)
C (-1.729, 1.390, 0.707)
C (-1.441, 0.681, -0.374)
C (2.061, -0.757, 0.702)
C (0.970, -1.661, 1.193)
Br (2.498, 0.630, 1.781)
H (1.320, 0.302, -2.399)
H (-0.531, -0.315, -2.885)
H (0.563, 1.320, -0.494)
H (-1.072, 2.054, 1.048)
H (-2.655, 1.285, 1.231)
H (-2.113, -0.033, -0.878)
H (0.345, -1.343, 0.391)
H (0.648, -1.792, 2.249)
H (1.127, -2.697, 0.983)



--- 2 ---
The following is a DFT calculation (ωB97M-V with the def2-TZVPD basis set) of C6H9Br in the gas phase.

Summary:
Total charge: 0
E_HOMO in eV: -8.62
HOMO-LUMO gap in eV: 9.5
SMILES: C/C=C(Br)/C=C/C

Geometry (Å):
C (-2.142, 2.329, -0.038)
C (-0.925, 1.486, 0.072)
C (-0.852, 0.146, 0.045)
Br (-2.566, -0.786, -0.010)
C (0.230, -0.855, -0.027)
C (1.552, -0.884, 0.201)
C (2.374, -2.096, -0.048)
H (-2.535, 2.591, 0.946)
H (-2.928, 1.817, -0.587)
H (-1.897, 3.256, -0.552)
H (0.019, 2.011, 0.157)
H (-0.180, -1.808, -0.354)
H (2.085, -0.003, 0.538)
H (2.990, -2.330, 0.818)
H (3.041, -1.929, -0.893)
H (1.736, -2.947, -0.268)



--- 3 ---
The following is a DFT calculation (ωB97M-V with the def2-TZVPD basis set) of C6H9Br in the gas phase.

Summary:
Total charge: 0
E_HOMO in eV: -9.65
HOMO-LUMO gap in eV: 10.1
SMILES: C=C1[C@@H](Br)C1(C)C

Geometry (Å):
C (-0.120, -2.423, 0.161)
C (-0.606, -1.269, -0.132)
C (-1.562, -0.428, -0.745)
Br (-3.269, 0.216, 0.013)
C (-0.233, 0.106, -0.128)
C (0.871, 0.693, -0.979)
C (-0.476, 0.924, 1.175)
H (0.730, -2.493, 0.870)
H (-0.732, -3.354, 0.231)
H (-1.741, -0.420, -1.818)
H (0.805, 1.815, -1.173)
H (1.051, 0.197, -1.855)
H (1.755, 0.624, -0.425)
H (-0.865, 0.079, 1.836)
H (-1.119, 1.784, 1.034)
H (0.489, 1.080, 1.680)



Short version: 2 is the most stable of them.



--- 1 ---
The following is a DFT calculation (ωB97M-V with the def2-TZVPD basis set) of C4H4N2OS in the gas phase.

Summary:
Total charge: 0
E_HOMO in eV: -9.75
HOMO-LUMO gap in eV: 8.5
SMILES: CN(C=O)C(=S)C#N

Geometry (Å):
C (-0.550, -1.511, 0.004)
N (-0.148, -0.103, 0.002)
C (-1.160, 0.876, -0.001)
O (-2.325, 0.605, -0.007)
C (1.178, 0.204, -0.007)
S (2.417, -0.857, -0.003)
C (1.508, 1.634, -0.003)
N (1.793, 2.750, 0.003)
H (-0.130, -2.000, -0.879)
H (-1.644, -1.527, -0.013)
H (-0.165, -1.973, 0.906)
H (-0.774, 1.902, 0.000)



--- 2 ---
The following is a DFT calculation (ωB97M-V with the def2-TZVPD basis set) of C4H4N2OS in the gas phase.

Summary:
Total charge: 0
E_HOMO in eV: -9.14
HOMO-LUMO gap in eV: 8.2
SMILES: Cc1cnnoc1=S

Geometry (Å):
C (0.116, -2.175, 0.752)
C (0.108, -0.702, 0.687)
C (0.179, 0.053, 1.775)
N (0.121, 1.436, 1.707)
N (-0.051, 2.091, 0.699)
O (-0.216, 1.361, -0.517)
C (-0.089, 0.004, -0.618)
S (-0.077, -0.675, -2.094)
H (-0.900, -2.620, 0.558)
H (0.385, -2.433, 1.793)
H (0.863, -2.525, 0.033)
H (0.247, -0.279, 2.836)



Short version: 1 is the most stable of them.



--- 1 ---
The following is a DFT calculation (ωB97M-V with the def2-TZVPD basis set) of a molecular structure, C4H4N2OS.

Summary:
Total charge: 0
E_HOMO in eV: -10.10
HOMO-LUMO gap in eV: 9.6

Geometry (Å):
C (2.261, -0.458, 0.151)
C (0.654, 0.043, -0.064)
C (-2.036, 0.683, -0.551)
C (-2.179, -0.458, 0.364)
H (2.128, -0.770, 1.268)
H (2.185, -1.672, -0.796)
H (3.384, 0.350, -0.116)
H (-3.054, 0.863, -1.132)
N (-1.263, 1.748, -0.448)
N (-2.127, -1.275, 1.232)
O (-0.078, -0.615, -0.743)
S (0.125, 1.561, 0.835)



--- 2 ---
The following is a DFT calculation (ωB97M-V with the def2-TZVPD basis set) of C4H4N2OS in the gas phase.

Summary:
Total charge: 0
E_HOMO in eV: -9.59
HOMO-LUMO gap in eV: 9.8
SMILES: [H]/N=C1\NC(=O)[C@H]2S[C@@H]12

Geometry (Å):
H (-2.282, -1.546, -0.811)
N (-2.143, -0.661, -0.311)
C (-0.922, -0.410, -0.045)
N (0.229, -1.079, -0.444)
C (1.378, -0.337, -0.086)
O (2.472, -0.739, -0.379)
C (0.972, 0.976, 0.480)
S (0.127, 2.064, -0.735)
C (-0.509, 0.933, 0.583)
H (0.250, -1.967, -0.860)
H (1.580, 1.474, 1.219)
H (-1.153, 1.292, 1.391)



--- 3 ---
The following is a DFT calculation (ωB97M-V with the def2-TZVPD basis set) of C4H4N2OS in the gas phase.

Summary:
Total charge: 0
E_HOMO in eV: -8.83
HOMO-LUMO gap in eV: 8.8
SMILES: S/N=C\c1cnoc1

Geometry (Å):
S (-2.389, -0.615, -0.052)
N (-1.888, 0.998, 0.103)
C (-0.584, 1.171, -0.117)
C (0.576, 0.378, -0.063)
C (1.849, 0.944, 0.024)
N (2.811, 0.112, 0.087)
O (2.179, -1.148, -0.006)
C (0.839, -0.959, 0.007)
H (-3.698, -0.410, 0.679)
H (-0.229, 2.295, -0.058)
H (1.962, 2.073, -0.105)
H (0.221, -1.923, -0.075)



Short version: 2 is the most stable of them.



--- 1 ---
The following is a DFT calculation (ωB97M-V with the def2-TZVPD basis set) of 2 unconnected molecules or ions with the total composition C5H13NS2.

Summary:
Total charge: 0
E_HOMO in eV: -7.75
HOMO-LUMO gap in eV: 3.5

Geometry (Å):
S (-3.109, 0.131, -0.360)
S (2.601, 0.612, -0.212)
C (1.664, 0.009, 1.133)
C (0.149, -0.001, 0.900)
C (-0.744, -0.005, 2.118)
N (-0.172, -1.155, 0.042)
C (0.486, -1.041, -1.244)
C (0.097, 0.141, -2.171)
H (-4.296, -0.243, 0.141)
H (1.919, -1.004, 1.488)
H (1.742, 0.565, 2.083)
H (-0.061, 0.933, 0.342)
H (-1.800, -0.167, 1.917)
H (-0.336, -0.775, 2.785)
H (-0.634, 0.945, 2.655)
H (-1.193, -1.040, -0.190)
H (1.594, -0.963, -1.044)
H (0.512, -2.005, -1.762)
H (-0.369, -0.246, -3.074)
H (1.023, 0.645, -2.441)
H (-0.512, 0.849, -1.619)



--- 2 ---
The following is a DFT calculation (ωB97M-V with the def2-TZVPD basis set) of C5H13NS2 in the gas phase.

Summary:
Total charge: 0
E_HOMO in eV: -8.22
HOMO-LUMO gap in eV: 8.9
SMILES: CCN[C@H](C)CSS

Geometry (Å):
C (2.370, -2.284, -0.330)
C (1.162, -1.504, 0.375)
N (0.921, -0.206, -0.180)
C (-0.484, 0.310, -0.204)
C (-0.612, 0.952, -1.624)
C (-0.777, 1.195, 1.022)
S (-2.491, 0.743, 1.595)
S (-3.658, 2.043, 0.808)
H (2.501, -3.331, -0.076)
H (2.134, -2.100, -1.437)
H (3.287, -1.823, 0.029)
H (0.264, -2.131, 0.391)
H (1.263, -1.340, 1.435)
H (1.574, 0.480, 0.018)
H (-1.121, -0.704, -0.106)
H (-0.632, 1.993, -1.592)
H (-1.560, 0.878, -2.170)
H (0.081, 0.603, -2.342)
H (0.086, 0.996, 1.748)
H (-0.636, 2.214, 0.792)
H (-3.672, 3.015, 1.847)



Short version: 2 is the most stable of them.



--- 1 ---
The following is a DFT calculation (ωB97M-V with the def2-TZVPD basis set) of 2 unconnected molecules or ions with the total composition C3H12N3O.

Summary:
Total charge: +2
Multiplicity: 2
E_HOMO (alpha / beta) in eV: -20.23 / -20.22
HOMO-LUMO gap (alpha / beta) in eV: 12.0 / 7.1
⟨S²⟩: 0.756

Geometry (Å):
C (-0.566, 0.072, 2.237)
C (-1.355, -0.103, 0.867)
N (-0.465, -0.252, -0.208)
C (0.119, 0.830, -0.903)
N (1.423, 0.736, -1.023)
N (-0.591, 1.860, -1.271)
H (0.480, -0.207, 2.131)
H (-1.073, -0.454, 3.039)
H (-0.600, 1.134, 2.513)
H (-1.945, -1.017, 0.981)
H (-2.039, 0.723, 0.697)
H (0.158, -1.088, -0.221)
H (1.820, -0.198, -1.133)
H (1.971, 1.380, -1.599)
H (-0.187, 2.695, -1.710)
H (-1.488, 2.008, -0.826)
H (2.221, -2.720, -1.117)
H (0.784, -3.070, -1.380)
O (1.331, -2.330, -1.074)



--- 2 ---
The following is a DFT calculation (ωB97M-V with the def2-TZVPD basis set) of 2 unconnected molecules or ions with the total composition C3H12N3O.

Summary:
Total charge: +2
Multiplicity: 2
E_HOMO (alpha / beta) in eV: -19.77 / -18.35
HOMO-LUMO gap (alpha / beta) in eV: 11.9 / 4.1
⟨S²⟩: 0.763

Geometry (Å):
C (-2.086, 1.127, 1.721)
O (-0.853, 0.729, 2.360)
H (-0.839, -0.153, 2.656)
H (-2.144, 0.721, 0.703)
H (-1.981, 2.188, 1.683)
H (-2.933, 0.798, 2.330)
C (0.346, -2.349, -0.734)
C (0.739, 0.127, -0.968)
N (0.725, 1.243, -0.310)
N (0.474, -1.007, -0.247)
N (1.138, 0.032, -2.198)
H (0.495, 1.261, 0.721)
H (0.866, 2.142, -0.747)
H (0.586, -0.906, 0.772)
H (1.091, -0.865, -2.649)
H (0.995, 0.807, -2.867)
H (1.216, -2.701, -1.333)
H (-0.561, -2.423, -1.370)
H (0.237, -3.009, 0.106)



Short version: 1 is the most stable of them.



--- 1 ---
The following is a DFT calculation (ωB97M-V with the def2-TZVPD basis set) of a gas-phase ion, C4H9O2 (charge +1).

Summary:
Total charge: +1
E_HOMO in eV: -15.76
HOMO-LUMO gap in eV: 10.0

Geometry (Å):
C (2.316, -0.140, 0.052)
C (-0.561, -0.245, -1.367)
C (-0.719, -0.220, 1.399)
C (-0.065, -0.025, 0.038)
O (0.333, 1.541, -0.048)
O (1.256, -0.706, -0.017)
H (3.095, -0.797, -0.316)
H (2.290, 0.850, 0.362)
H (-1.050, 0.663, -1.755)
H (0.188, -0.646, -2.040)
H (-1.260, -1.113, -1.538)
H (-0.017, 0.066, 2.261)
H (-0.966, -1.195, 1.417)
H (-1.537, 0.588, 1.492)
H (-0.243, 2.201, 0.358)



--- 2 ---
The following is a DFT calculation (ωB97M-V with the def2-TZVPD basis set) of 2 unconnected molecules or ions with the total composition C4H9O2.

Summary:
Total charge: +1
E_HOMO (alpha / beta) in eV: -12.76 / -14.86
HOMO-LUMO gap (alpha / beta) in eV: 6.5 / 10.8

Geometry (Å):
C (-0.020, -0.362, 0.409)
C (-1.398, 1.163, 2.854)
C (-0.979, -0.415, -1.931)
C (2.076, -0.584, -0.784)
O (-0.937, -0.216, -0.434)
O (1.216, -0.464, 0.422)
H (-2.366, 0.894, 2.425)
H (-0.819, 0.744, 3.690)
H (-0.941, 2.223, 2.834)
H (0.015, -0.974, -2.054)
H (-0.888, 0.606, -2.304)
H (-1.921, -0.794, -2.206)
H (2.900, -0.879, -0.176)
H (1.773, -1.407, -1.491)
H (2.288, 0.463, -1.253)



Short version: 1 is the most stable of them.